# 1
{"formula": "C7H7NdO5S", "method": "the ωB97M-V functional and the def2-TZVPD basis", "e_above_lowest_kj_mol": 20.0, "spin_multiplicity": 4, "total_charge": 2, "largest_force_ev_per_a": 7.6, "symbols": ["H", "H", "H", "C", "C", "H", "C", "H", "O", "S", "C", "O", "H", "C", "C", "Nd", "C", "O", "O", "H", "O"], "coordinates": [[-2.9254, 1.0782, -0.8861], [-1.3848, 1.4839, -0.0718], [-3.0570, -1.0370, -2.5428], [4.4245, 2.6355, 0.9783], [-3.1339, -1.4798, -1.5665], [-1.4109, 1.2218, -1.8654], [2.2472, -1.4206, -0.8509], [2.3530, -0.1525, 1.4909], [-0.3422, 1.2793, 3.3917], [-1.7489, -0.8765, -0.7863], [1.4517, 1.6088, -0.2575], [5.4112, 3.0159, 1.3774], [-3.0283, -2.5539, -1.5498], [0.0446, 0.7122, 2.4762], [0.8734, -2.3079, 1.8984], [0.4150, -0.4720, 0.4039], [-1.8465, 0.9141, -0.9071], [2.9664, -1.9263, -1.5803], [0.8924, -3.2695, 2.5252], [-3.9283, -1.0937, -0.9535], [1.7269, 2.6399, -0.7240]], "atomic_forces_ev_per_a": [[0.15, 0.56, 0.07], [-0.33, -0.32, -0.26], [-0.75, -0.28, -0.72], [1.18, 0.42, 0.49], [-0.73, 0.21, -0.39], [-0.31, 0.23, 0.26], [3.80, -2.32, -3.35], [-0.99, -0.19, -0.56], [1.41, -1.77, -2.81], [1.20, -0.49, 0.82], [2.28, 6.70, -2.69], [-1.14, -0.44, -0.46], [-0.35, -0.30, -0.20], [-1.51, 2.75, 4.64], [0.46, -4.93, 3.55], [-0.14, 0.21, -0.09], [-0.08, 0.29, -0.56], [-2.01, 1.57, 2.32], [0.12, 3.44, -2.13], [-0.98, -0.30, -0.28], [-1.26, -5.06, 2.33]], "lowdin_spin": [0.000, 0.000, 0.000, 0.000, 0.000, 0.001, -0.003, -0.030, 0.005, -0.006, -0.002, 0.000, 0.000, -0.003, -0.006, 3.037, 0.000, 0.002, 0.002, 0.000, 0.005]}

# 2
{"formula": "C22H37BO15", "method": "the ωB97M-V functional and the def2-TZVPD basis", "e_above_lowest_kj_mol": 0.0, "spin_multiplicity": 1, "largest_force_ev_per_a": 1.5, "smiles": "CCOB(O)[C@@H]1OC(=O)O[C@@H]1CCCCOC.C[C@@H]1COC(=O)O1.C[C@@H]1COC(=O)O1.C[C@@H]1COC(=O)O1", "symbols": ["H", "H", "H", "H", "H", "O", "C", "C", "H", "C", "C", "C", "O", "H", "C", "C", "H", "C", "C", "C", "H", "O", "H", "H", "O", "H", "C", "H", "C", "C", "O", "H", "O", "H", "H", "C", "H", "H", "C", "H", "H", "H", "H", "C", "O", "H", "H", "O", "H", "C", "B", "H", "O", "H", "H", "H", "O", "O", "H", "O", "H", "H", "C", "H", "O", "O", "H", "O", "H", "C", "C", "C", "H", "H", "C"], "coordinates": [[-2.2153, 1.7412, -1.9784], [-4.1007, -1.7098, 6.4056], [-1.7991, 0.1389, 6.3152], [1.3086, 1.3272, -0.9645], [-1.5720, 5.3924, -0.1221], [-1.7773, -2.1886, 2.6022], [-0.2517, 2.6292, 1.5350], [-2.8142, -0.0229, 5.9448], [-0.5597, -3.5572, -1.6132], [1.2357, 5.4493, -0.6880], [2.8001, -6.1343, -2.7138], [0.5253, -3.6320, -1.5834], [0.0905, -0.8861, 2.6469], [-2.5669, -0.5568, -0.2336], [4.2648, -0.0039, -4.8001], [-1.3256, 3.6832, 1.1879], [0.9333, -2.9383, -2.3145], [-0.8540, 4.5837, 0.0564], [-0.8356, -1.6832, 2.0622], [2.9123, -0.7413, -3.1417], [-1.4967, 4.2929, 2.0784], [-1.1653, -0.4982, -1.7771], [-4.8232, 0.5392, 6.5508], [-1.1875, 1.1523, 2.8038], [3.9014, 0.1364, -3.4058], [0.6542, 5.6327, -1.5991], [0.2953, 0.1608, 1.6515], [0.2891, 2.9332, 2.4333], [-2.4940, -0.3009, -1.2955], [2.9591, -0.5115, -5.3743], [-3.1566, 2.6612, 3.8697], [1.2839, -1.0332, 0.1988], [-0.5402, -1.8279, 0.7453], [0.8445, -3.3172, -0.5936], [1.7948, 6.3616, -0.4670], [-3.1483, -1.5033, 5.9144], [2.2689, 0.3033, -5.6045], [2.3557, -5.0764, -0.2069], [4.7848, 1.3026, -5.3742], [5.0286, -0.7826, -4.8490], [1.2440, 0.6699, 1.8146], [-3.5724, 0.9815, 7.7410], [4.9280, 2.0331, -4.5806], [-3.7902, 0.8692, 6.6822], [2.5186, -1.0159, -2.0525], [-3.1297, -1.0156, -1.8214], [-3.2015, -1.8509, 4.8857], [-2.8761, 0.5636, 4.6251], [-1.6642, 1.0157, 1.1276], [-0.8118, 1.2176, 1.7812], [-0.1330, -0.0015, -1.0120], [-3.8487, 1.1140, -2.2413], [2.5591, -6.6728, -1.4929], [-2.2606, 3.1948, 0.9069], [0.4706, 2.5721, 0.7105], [1.9388, 4.6315, -0.8848], [1.9982, -5.0691, -2.9239], [0.5750, 1.0476, -1.5216], [1.0678, -6.3040, -0.0972], [-3.6267, 2.1267, 6.0109], [0.1555, -5.6594, -2.2483], [-0.7310, 3.9711, -0.8471], [1.7191, -5.7587, -0.7753], [4.0947, 1.7227, -6.1064], [0.4049, 5.1429, 0.4101], [3.6070, -6.5438, -3.4834], [-3.3549, 1.5897, -0.6211], [2.4206, -1.2652, -4.2809], [5.7408, 1.1549, -5.8729], [0.2522, -0.6861, 0.3720], [-3.2148, 1.8628, 4.7498], [0.9849, -5.0457, -1.8888], [-2.3830, -2.0843, 6.4258], [3.0781, -1.1507, -6.2448], [-3.0066, 1.1271, -1.5479]], "atomic_forces_ev_per_a": [[-0.01, 0.01, 0.03], [-0.03, 0.04, -0.08], [0.01, 0.05, -0.03], [0.12, -0.08, -0.11], [-0.01, -0.09, -0.18], [0.75, -0.02, -0.12], [-0.42, -0.31, -0.25], [-0.05, -0.18, 0.01], [0.00, 0.01, 0.01], [-0.13, 0.14, -0.11], [-0.04, 0.04, 0.03], [-0.08, -0.15, -0.12], [-0.33, 0.58, -0.07], [0.14, -0.01, -0.02], [0.04, 0.17, -0.06], [0.64, 0.08, 0.28], [0.02, 0.00, 0.00], [0.15, -0.28, 0.15], [-0.33, -0.65, 0.14], [-0.02, 0.01, -0.08], [-0.28, -0.06, -0.12], [0.20, 0.50, 0.14], [0.01, -0.06, -0.01], [-0.12, 0.05, -0.09], [0.03, -0.05, 0.00], [0.02, -0.02, 0.06], [-0.69, 0.13, -0.06], [0.16, 0.04, -0.18], [-0.40, -0.21, -0.04], [-0.01, -0.07, -0.06], [0.00, 0.09, 0.00], [-0.13, -0.23, 0.01], [-0.70, 0.68, 0.24], [0.10, 0.02, 0.02], [0.02, -0.13, 0.07], [-0.03, -0.02, 0.09], [0.04, 0.04, -0.01], [-0.04, 0.06, -0.01], [0.02, -0.02, -0.08], [-0.02, -0.03, 0.03], [0.20, -0.46, 0.16], [0.04, 0.11, -0.02], [-0.01, -0.02, 0.04], [0.02, 0.06, 0.07], [0.08, -0.03, 0.21], [0.16, -0.02, 0.00], [0.05, 0.00, -0.07], [0.06, -0.01, 0.01], [0.07, -0.12, -0.10], [0.25, 0.16, 0.43], [-0.64, -0.32, -0.34], [0.09, 0.08, -0.02], [-0.01, 0.04, 0.07], [-0.03, 0.14, 0.04], [0.00, 0.15, 0.11], [-0.01, 0.02, -0.02], [-0.06, -0.03, -0.01], [-0.07, 0.01, 0.24], [0.04, -0.09, -0.04], [-0.06, -0.03, 0.04], [0.03, -0.04, -0.02], [-0.13, 0.11, -0.07], [-0.01, -0.10, 0.04], [-0.06, 0.03, 0.07], [-0.04, 0.08, 0.07], [0.06, -0.03, -0.06], [0.07, 0.04, -0.07], [-0.04, 0.03, -0.06], [0.01, 0.00, 0.03], [1.45, 0.31, -0.21], [0.02, -0.05, -0.05], [-0.01, 0.19, 0.01], [0.01, 0.00, -0.04], [-0.02, -0.10, 0.07], [-0.07, -0.19, 0.10]], "mulliken_charge": [0.214, 0.406, 0.300, 0.273, 0.344, -0.546, -0.435, 0.544, 0.310, -0.662, 0.606, -0.761, -0.487, 0.024, 0.524, -0.681, 0.024, -0.588, 0.604, 0.555, 0.397, -0.622, 0.350, -0.148, -0.382, 0.322, 0.133, 0.383, -0.044, -0.686, -0.510, 0.388, -0.402, 0.123, 0.267, -1.227, 0.345, 0.346, -1.278, 0.337, 0.743, 0.306, 0.326, -0.662, -0.489, 0.449, 0.253, -0.297, -0.036, 0.029, 0.740, 0.345, -0.362, 0.295, 0.142, 0.206, -0.368, -0.638, 0.330, -0.336, 0.306, 0.357, -0.574, 0.349, -0.344, -0.548, 0.262, -0.257, 0.311, -0.158, 0.547, 0.516, 0.306, 0.293, -1.003]}